{"formula": "C5H7NS2", "method": "ωB97M-V/def2-TZVPD", "de_lowest_kcal_mol": 37.99, "energy_ev": -28457.2196, "smiles": "S=C1NC=CC[C@@H]1S", "largest_force_ha_per_bohr": 0.0728, "orbital_gap_ev": 8.76, "charge": 0, "species": ["S", "C", "N", "C", "C", "C", "C", "S", "H", "H", "H", "H", "H", "H", "H"], "xyz": [[2.191, -1.825, -0.507], [0.882, -0.895, -0.388], [-0.342, -1.412, -0.417], [-1.548, -0.893, 0.014], [-1.668, 0.380, 0.259], [-0.524, 1.301, 0.009], [0.739, 0.481, 0.359], [2.189, 1.628, 0.134], [-0.251, -2.369, -0.548], [-2.258, -1.728, 0.208], [-2.627, 0.621, 0.538], [-0.277, 1.651, -1.055], [-0.582, 2.200, 0.603], [0.876, 0.213, 1.442], [3.201, 0.648, -0.651]], "atomic_forces_ev_per_a": [[1.2, -0.1, -0.7], [-1.1, 2.4, 2.6], [0.1, -0.3, -0.9], [0.3, -2.3, 0.2], [0.3, 0.6, -1.0], [1.3, -0.7, -0.9], [2.5, 0.6, 0.1], [1.9, -2.2, -1.9], [-0.5, -2.1, -0.5], [0.2, 1.2, -0.2], [-1.9, 1.4, 0.8], [-1.1, -0.6, 1.1], [0.1, 0.2, 0.3], [-0.8, 0.0, -0.9], [-2.5, 2.0, 1.9]], "mulliken_charge": [-0.37, 0.14, -0.10, -0.20, -0.51, -0.72, -0.08, -0.26, 0.20, 0.32, 0.45, 0.29, 0.40, 0.27, 0.17]}